DFT (wB97M-V/def2-TZVPD) results for a 3-piece molecular cluster, C8H8O4 overall at a distorted geometry.

XYZ file:
```
20
C8H8O4 wB97M-V/def2-TZVPD
O 1.84 -2.87 1.42
O 4.05 0.12 -1.79
O 2.23 1.83 0.49
O 2.08 -1.03 -1.97
C -1.61 -1.51 0.44
C 3.06 -0.46 -1.92
C 2.13 0.68 0.56
C -1.35 -0.17 -0.14
C 2.22 -0.56 0.70
C -1.98 0.85 0.27
C 2.00 -1.74 1.13
C -1.68 2.20 -0.19
H -1.64 -1.51 1.58
H -0.76 -2.17 0.25
H -1.46 2.25 -1.32
H -2.84 0.65 0.81
H -2.48 -1.90 0.10
H -2.46 2.85 -0.09
H -0.56 -0.03 -0.77
H -0.79 2.54 0.45
```

Frontier orbital gap in eV: 9.4
Lowest unoccupied orbital energy in eV: 0.0524
ΔE to the lowest compared entry with this formula, charge and spin in kcal per mole: 64.4